Formula: C4H6N2O
Source: the OMol25 dataset
Level of theory: ωB97M-V/def2-TZVPD

The geometry in XYZ format:
```
13
Properties=species:S:1:pos:R:3
N -1.85 0.70 -0.07
C -0.49 0.38 0.00
C -0.04 -0.89 -0.01
O -0.73 -2.07 0.12
N 1.34 -0.96 -0.12
C 1.77 0.38 -0.11
C 0.69 1.20 -0.09
H -2.06 1.67 -0.14
H -2.43 0.35 0.68
H -1.21 -2.18 -0.71
H 1.42 -1.49 0.74
H 2.83 0.61 -0.13
H 0.69 2.29 -0.15
```

Its multiplicity is 1. The HOMO-LUMO gap comes out at 8.6 eV. For the total energy, the calculation gives -340.7308 Ha. The charge is 0. The SMILES is Nc1cc[nH]c1O. The highest occupied orbital energy comes out at -7.692 eV.